(1)
ORCA calculation (the ωB97M-V functional and the def2-TZVPD basis) on a cluster of 2 separate species, FH5S2Si2 in total.

Its lowest unoccupied orbital energy is -0.3 eV. As for the multiplicity: 1. The value obtained for the HOMO energy is -8.8 eV. As for the energy relative to the best compared isomer or geometry (same formula, charge and spin): 181.4 kJ/mol. The total charge is 0.

Structure (XYZ):
```
10
Properties=species:S:1:pos:R:3:nbo_charge:R:1
S 0.44438 -1.95071 1.89537 -0.51
S 1.95344 0.77726 1.57255 -0.53
Si 2.33821 -1.31109 1.09012 0.74
Si -1.00471 0.16921 -0.99849 1.26
F 0.59751 -0.38335 -1.05656 -0.68
H 0.88906 -3.18986 2.05845 0.14
H -1.18616 0.23428 0.41452 -0.18
H -1.74304 -0.68107 -1.81496 -0.22
H 1.34006 0.46440 2.73304 0.16
H -0.82288 1.35723 -1.99783 -0.19
```

(2)
ORCA calculation (the ωB97M-V functional and the def2-TZVPD basis) on a cluster of 2 separate species, C6H13N2O6PS in total.

Its lowest unoccupied orbital energy is 0.4 eV. As for the SMILES: NP(O)[C@@H]1CNC(=O)C1.O=S1(=O)OCCO1. As for the multiplicity: 1. The value obtained for the HOMO energy is -7.9 eV. The total charge is 0.

Structure (XYZ):
```
29
Properties=species:S:1:pos:R:3:nbo_charge:R:1
S 0.47989 0.70481 -2.05612 2.52
P -0.70987 -2.17200 1.57621 1.18
O -0.44283 0.02027 -1.19487 -0.89
O 2.42918 2.20983 2.60780 -0.53
O -0.36764 1.58560 -3.12933 -0.68
O 1.09923 -0.36609 -3.10654 -0.67
O -0.54634 -1.60376 -0.06581 -0.94
O 1.55312 1.51378 -1.55709 -0.88
N 0.03200 1.62423 2.89664 -0.68
N -2.45042 -2.13039 1.86895 -1.16
C 1.47011 1.38754 2.54709 0.71
C 1.48007 -0.15836 2.06524 -0.54
C -0.69475 0.32010 3.14165 -0.23
C 0.07361 1.26399 -4.44768 -0.10
C 0.23468 -0.97400 2.73286 -0.59
C 0.47749 -0.20176 -4.38174 -0.10
H -2.71095 -2.47987 2.80195 0.40
H 2.39903 -0.59864 2.61752 0.23
H -1.46386 -1.40656 -0.38783 0.49
H -2.88089 -1.21622 1.65667 0.36
H -0.34659 2.03744 2.01683 0.39
H -0.39890 -0.85509 -4.42023 0.19
H 0.93266 1.89999 -4.68142 0.19
H 0.75770 -1.49712 3.62424 0.25
H -0.71910 1.44496 -5.17400 0.21
H -1.60527 0.37250 2.42771 0.18
H 1.72141 -0.33694 0.95992 0.26
H -0.97123 0.08705 4.24148 0.21
H 1.16848 -0.47529 -5.18012 0.21
```

(3)
ORCA calculation (the ωB97M-V functional and the def2-TZVPD basis) on a cluster of 7 separate species, C21H51FN6O9P2 in total.

Its lowest unoccupied orbital energy is 0.4 eV. As for the SMILES: O=P(O)(O)PCCCF.CN(C)C=O.CN(C)C=O.CN(C)C=O.CN(C)C=O.CN(C)C=O.CN(C)C=O. As for the multiplicity: 1. The value obtained for the HOMO energy is -8.6 eV. The total charge is 0.

Structure (XYZ):
```
90
Properties=species:S:1:pos:R:3:mulliken_charge:R:1
P -4.15638 2.76650 2.38985 -0.28
P -4.80127 4.32085 1.02283 0.99
F -2.16356 -0.41292 0.04453 -0.38
O 5.00061 0.98238 5.04315 -0.61
O -5.86836 -0.10335 1.14970 -0.52
O -0.38860 3.72028 4.27885 -0.57
O 3.92421 -5.50450 -3.56561 -0.63
O -0.80442 2.11120 -2.14051 -0.64
O -3.86384 4.60724 -0.07388 -0.61
O 6.34537 -2.81535 1.61004 -0.59
O -5.20966 5.62833 1.85435 -0.50
O -6.20986 3.72946 0.51845 -0.50
N -7.20620 -0.71097 -0.57726 0.16
N 4.81757 -3.46349 0.06245 0.16
N 2.49501 -6.08487 -5.22420 0.11
N -2.48946 1.54752 -3.54111 0.15
N 1.74310 3.27282 4.89943 0.15
N 6.04280 1.14025 3.03224 0.18
C 1.75153 -7.12036 -5.90794 -0.91
C -7.31621 0.65997 -1.04349 -0.95
C -2.33719 2.72826 2.07412 -0.70
C -7.88531 -1.76395 -1.29841 -0.93
C -2.86168 0.62081 0.69860 -0.42
C -1.94230 1.80641 0.90724 -0.18
C 2.93797 3.67067 5.61376 -0.67
C 6.47440 0.47585 1.81789 -0.59
C -1.55080 1.27458 -2.60793 0.13
C 2.39784 -4.71052 -5.68609 -0.93
C 6.30491 2.55530 3.21037 -0.88
C 5.64959 -3.67500 1.09290 0.06
C -2.61450 2.91887 -4.00461 -0.92
C 4.01833 -4.52280 -0.52571 -0.99
C 5.40020 0.47397 4.00764 -0.04
C 3.28274 -6.34767 -4.16547 0.13
C 1.74689 2.01182 4.17607 -0.71
C 4.71639 -2.12219 -0.48369 -0.87
C -3.37172 0.53055 -4.05975 -0.97
C 0.63077 4.02487 4.87343 0.12
C -6.46528 -0.95711 0.52332 0.07
H -1.97117 3.72997 1.86718 0.42
H 0.72590 4.96477 5.44249 0.22
H 0.67832 -6.92374 -5.86772 0.34
H 3.20884 2.92771 6.36456 0.30
H 4.24663 -4.65781 -1.58172 0.50
H 5.65222 -4.72026 1.44196 0.27
H -6.33514 1.07649 -1.27587 0.28
H 0.96411 1.35188 4.55227 0.30
H -3.25789 0.41829 -5.14099 0.36
H 6.19490 -0.57501 1.86020 -0.04
H -4.20661 3.44962 3.62007 0.09
H 2.71570 1.53854 4.31629 0.14
H 5.26524 -0.59561 3.78097 0.44
H -3.26402 0.21495 1.62574 0.51
H -4.41773 0.76973 -3.84964 0.34
H -1.89363 2.39299 3.00977 0.44
H 2.76670 4.62860 6.10301 0.31
H -3.41526 2.96888 -4.73973 0.40
H -1.86652 2.39260 -0.00433 0.10
H 5.68642 -1.77631 -0.84348 0.29
H 1.72791 -4.67529 -6.54195 0.38
H -1.68348 3.25835 -4.45963 0.29
H -0.94120 1.41994 1.10978 0.24
H 7.55857 0.53732 1.70425 0.35
H 5.37399 3.11174 3.32708 0.16
H -7.53014 -1.82703 -2.32933 0.33
H -6.44186 -2.02355 0.80189 0.29
H 3.78174 3.77047 4.92980 0.13
H -7.77754 1.29186 -0.28309 0.30
H 2.95450 -4.29339 -0.42662 0.30
H -3.70090 0.87579 0.04953 0.16
H -7.69117 -2.71695 -0.80912 0.28
H -5.06884 6.41362 1.30739 0.33
H -7.93600 0.67975 -1.93702 0.38
H -3.13563 -0.42167 -3.58626 0.32
H 6.00531 0.93542 0.94419 0.34
H 1.94478 -8.07827 -5.42826 0.29
H -2.84219 3.58643 -3.17256 0.24
H -8.96463 -1.59823 -1.31499 0.34
H 2.05155 -7.19154 -6.95526 0.34
H -6.37988 2.86704 0.92235 0.27
H -1.54649 0.22243 -2.28193 0.31
H 3.37756 -4.33163 -5.97717 0.29
H 4.36859 -1.41956 0.27498 0.27
H 2.01111 -4.06492 -4.89734 0.28
H 3.29761 -7.41355 -3.88506 0.28
H 4.01035 -2.13427 -1.31024 0.36
H 6.83238 2.92588 2.33455 0.39
H 1.56043 2.17856 3.11389 0.26
H 6.91189 2.72996 4.09957 0.31
H 4.22104 -5.45470 0.00001 0.27
```

(4)
ORCA calculation (the ωB97M-V functional and the def2-TZVPD basis) on a cluster of 9 separate species, C30H72O21S6 in total.

Its lowest unoccupied orbital energy is -0.3 eV. As for the SMILES: CCOS(C)(=O)=O.CCOS(C)(=O)=O.CCOS(C)(=O)=O.CCOS(C)(=O)=O.CCOS(C)(=O)=O.CCOS(C)(=O)=O.C1CCOC1.C1CCOC1.C1CCOC1. As for the multiplicity: 1. The value obtained for the HOMO energy is -9.5 eV. As for the energy relative to the best compared isomer or geometry (same formula, charge and spin): 101.1 kJ/mol. The total charge is 0.

Structure (XYZ):
```
129
Properties=species:S:1:pos:R:3:mulliken_charge:R:1
S 4.09785 0.19804 -0.43069 1.17
S 1.00971 -3.81250 2.10557 1.21
S -0.01693 2.31976 5.59206 1.23
S -5.23845 3.53993 2.33905 1.27
S 2.31528 4.64352 -2.83723 1.24
S -3.97966 -2.08326 -4.57537 1.18
O -4.28226 3.19977 3.34356 -0.58
O -4.86290 4.94814 1.72544 -0.37
O 3.82465 4.57052 -2.31807 -0.39
O 2.78021 0.34895 -0.93978 -0.19
O -2.28354 1.22383 -0.34614 -0.47
O -6.61541 3.61142 2.66892 -0.68
O -4.86111 -1.25886 -5.32782 -0.66
O -4.73015 -2.56144 -3.26289 -0.18
O 2.34020 4.73087 -4.25862 -0.66
O -0.59717 3.02588 4.29795 -0.27
O -3.38246 -3.22810 -5.15710 -0.62
O 2.40803 -3.99201 2.83219 -0.44
O 4.43211 -0.93314 0.37351 -0.67
O -3.92261 -5.89130 2.29610 -0.43
O 1.30402 2.81977 5.81613 -0.65
O 0.34669 -5.05388 2.28026 -0.71
O 1.67151 5.63257 -2.05007 -0.64
O 2.11759 -1.89700 -4.74500 -0.53
O 5.08474 0.27998 -1.67155 -0.21
O -1.01233 2.41576 6.58589 -0.62
O 0.42023 -2.57788 2.53508 -0.48
C 0.09250 0.66741 4.97072 -0.88
C 4.73412 3.74072 -3.07900 0.25
C 6.46716 -0.01631 -1.44289 -0.34
C 6.14913 4.07522 -2.62421 -1.30
C -0.31795 0.02464 0.02829 0.19
C -6.10768 -2.11769 -3.09295 -0.33
C -0.93958 1.41675 0.07909 0.02
C 4.54673 1.69153 0.42835 -0.98
C -2.63508 -0.16524 -0.21950 0.87
C 0.37802 5.17825 3.85950 -1.36
C -3.06000 6.42581 2.27466 -1.34
C 3.45788 -3.04480 2.56746 0.20
C 1.72821 3.03441 -2.38002 -0.83
C 2.85367 -2.88154 -4.07072 -0.34
C -5.01493 2.47121 0.94441 -0.73
C -3.98603 -4.39333 0.43708 0.63
C 6.79948 -1.48094 -1.68071 -1.14
C -3.45867 5.21161 1.49683 0.10
C -6.53762 -2.56554 -1.71212 -0.96
C -4.65349 -3.78455 1.66456 -0.37
C -3.64448 -5.82787 0.89910 -0.48
C 1.49841 -3.62039 0.40004 -1.26
C 4.46135 -3.15720 3.69028 -1.40
C 2.00294 -3.36043 -2.86219 -0.29
C 0.30685 3.74188 3.42551 -0.06
C -2.68185 -1.07715 -3.91336 -0.64
C 0.90552 -2.30143 -2.81405 1.05
C -1.48648 -0.80556 0.54392 -0.18
C -3.92774 -4.56035 2.75943 -0.28
C 1.36979 -1.19966 -3.74882 -0.05
H -4.37785 -2.73588 1.81812 0.17
H 3.05185 -2.03239 2.49780 0.19
H 2.05679 -0.52410 -3.21664 -0.17
H 4.59939 3.89071 -4.14732 0.55
H -0.14468 -0.22798 -1.02150 -0.42
H -0.56221 5.65439 4.13877 0.24
H -0.16075 3.67121 2.44090 0.21
H 6.23337 -2.14046 -1.02308 0.18
H -7.62459 -2.59491 -1.64068 0.41
H 0.64174 3.09861 -2.43841 0.46
H -4.62499 -4.41406 -0.44294 -0.08
H -2.90757 -4.16155 2.88338 0.04
H 0.72700 5.82536 3.04564 0.39
H -6.00952 2.13965 0.64517 0.45
H -2.84291 4.35175 1.76318 0.16
H -3.05057 6.25150 3.35132 0.26
H 0.59627 -0.08240 0.60736 0.44
H 7.85741 -1.65189 -1.48815 0.42
H -2.79182 -0.61164 -1.20412 -0.93
H -2.32590 -1.54933 -3.00210 -0.12
H -3.02057 -0.08100 -3.63752 0.41
H 3.13603 -3.69716 -4.73657 0.36
H 2.64282 -3.35642 -1.97996 -0.18
H 6.52403 -1.74254 -2.70176 0.30
H 1.26509 3.22865 3.35103 0.47
H 3.81229 -2.48437 -3.69856 0.04
H 0.85240 0.72439 4.19259 0.19
H 6.62788 4.78034 -3.30105 0.39
H -4.37662 -4.49365 3.75121 0.38
H 3.83794 1.82696 1.23944 0.34
H -4.22003 -6.60305 0.39106 0.30
H -2.58803 -6.08305 0.76287 0.20
H -0.42902 2.08764 -0.61225 0.01
H -1.97400 -1.04153 -4.73809 0.49
H 0.59856 -0.61684 -4.24394 0.34
H 1.05403 5.31722 4.70414 0.39
H -4.37023 1.64020 1.20217 0.01
H -3.36217 5.37988 0.42232 0.34
H -4.64022 2.98135 0.06012 0.36
H -3.74917 7.25996 2.13060 0.38
H -1.39011 -1.87756 0.39490 -0.04
H -0.86263 1.82985 1.09163 -0.05
H 2.11467 2.37954 -3.15432 0.36
H 4.51773 2.49521 -0.30337 0.14
H 7.05406 0.55531 -2.16835 0.28
H -6.16737 -3.53936 -1.40695 0.20
H 6.75464 3.16873 -2.61187 0.25
H -5.73302 -3.90013 1.71972 0.30
H 6.87760 0.37003 -0.50654 0.39
H -0.05516 -2.70404 -3.16254 0.25
H 2.21723 -4.40688 0.18990 0.64
H 4.49148 2.69659 -2.85711 -0.08
H -3.08964 -3.84523 0.15881 -0.41
H 0.59247 -1.99682 -1.81137 -0.90
H -6.15486 -1.03697 -3.20589 0.37
H 3.96589 -2.97483 4.64312 0.35
H 1.89268 -2.61128 0.31717 0.12
H 3.91869 -3.24994 1.59893 0.20
H -6.14377 -1.84058 -0.99597 0.17
H 4.83469 -4.18106 3.75207 0.35
H -6.72779 -2.57011 -3.86604 0.38
H 6.12337 4.52191 -1.63188 0.30
H 1.63567 -4.37605 -2.99293 0.39
H -0.85478 0.40276 4.50952 0.29
H -1.59215 -0.64986 1.62079 0.14
H -3.56660 -0.22846 0.34901 0.27
H 0.35607 -0.02473 5.76371 0.45
H 5.55581 1.52693 0.79457 0.44
H 5.30052 -2.48824 3.51336 0.38
H 0.58779 -3.77992 -0.17224 0.61
H 1.99705 2.82268 -1.35200 0.12
H -2.07970 6.79015 1.95756 0.36
```